A structure of composition CoFNO2S2. Source: OMol25; level of theory: the ωB97M-V functional and the def2-TZVPD basis.

Output
E_HOMO (spin up / spin down): -9.32 / -9.43 eV
2S+1: 4
energy above the lowest of the compared OMol25 structures with the same formula, charge and spin: 0.0 kJ/mol
F_max: 3.20 eV Å⁻¹

Last column: Löwdin charge in e.
Positions of all 7 atoms, in Å:
1 Co 1.27 0.46 1.13  0.848
2 F -0.30 -0.20 2.56  -0.638
3 N -1.33 0.00 -0.61  -0.635
4 S -1.19 0.86 0.69  0.811
5 S 0.08 -0.80 -1.35  0.738
6 O 1.31 -0.25 -0.55  -0.647
7 O 0.09 -0.18 -2.71  -0.476